Version a
This record from the Open Molecules 2025 dataset describes a cluster of 3 separate species, C3H10N4 in total. The level of theory is the ωB97M-V functional and the def2-TZVPD basis.

The geometry in ORCA input format:
```
! RIJCOSX wB97M-V def2-TZVPD def2/J DEFGRID3
* xyz 0 1
C -1.64534 0.58693 -1.47937
N 0.41049 -0.01359 -1.27163
N 1.25291 0.70954 -1.72602
H 2.16962 0.65861 -1.20763
H -2.43051 1.11766 -0.95903
H -1.96644 -0.40526 -1.76699
H -1.25134 1.17784 -2.29885
C 1.28267 0.06767 1.51592
C -0.01632 -0.34582 0.88078
N -0.27635 -1.70820 0.87282
N -1.04037 0.46467 0.71015
H -1.06821 -1.94858 0.29241
H 0.50977 -2.31235 0.68653
H -0.77256 1.44368 0.69985
H 1.46274 1.13025 1.35938
H 2.13000 -0.48840 1.10271
H 1.24925 -0.13464 2.58898
*
```

Lowest unoccupied orbital energy (spin up / spin down) = 0.549 / 0.583 eV
Kohn-Sham gap (spin up / spin down) = 7.71 / 8.19 eV
HOMO (spin up / spin down) = -7.2 / -7.6 eV

Version b
This record from the Open Molecules 2025 dataset describes a structure of composition C3H10N4. The level of theory is the ωB97M-V functional and the def2-TZVPD basis.

The geometry in ORCA input format:
```
! RIJCOSX wB97M-V def2-TZVPD def2/J DEFGRID3
* xyz 0 1
C 0.94146 -0.16369 0.57605
C 2.24378 -0.90326 0.43668
C -1.05335 0.06789 -0.04799
N -1.62560 1.22213 0.63148
N -2.07739 -0.54618 -0.77603
N 0.19820 0.70204 -0.90171
N -0.21571 -0.85924 0.61234
H 1.07778 0.77686 1.15388
H -0.95545 1.67970 1.23950
H -2.41528 0.90489 1.18296
H -1.83610 -1.46482 -1.11432
H -2.59060 0.04159 -1.41582
H 0.41488 0.13451 -1.71688
H 0.20047 1.69809 -1.13798
H 3.05490 -0.23522 0.14071
H 2.49150 -1.33160 1.41225
H 2.14649 -1.72368 -0.27513
*
```

Lowest unoccupied orbital energy = 0.984 eV
Kohn-Sham gap = 8.33 eV
HOMO = -7.3 eV

version b ends up most stable, edging out the next structure by 0.0999 hartree.

Version a
This record from the Open Molecules 2025 dataset describes a structure of composition C3H10N4. The level of theory is the ωB97M-V functional and the def2-TZVPD basis.

The geometry in ORCA input format:
```
! RIJCOSX wB97M-V def2-TZVPD def2/J DEFGRID3
* xyz 0 1
C 2.19381 0.47231 -0.34718
N 1.30225 -0.30802 0.49309
N 1.39908 -1.63676 0.12810
H 0.17190 0.42340 0.59453
H 1.08490 -2.25700 0.86447
H 0.95173 -1.85774 -0.76635
H 2.18960 1.49157 0.03454
H 1.84090 0.49153 -1.38939
H 3.21657 0.09300 -0.30203
C -1.22798 0.88386 -0.15007
C -2.26042 1.45166 0.55708
N -1.16754 -0.50402 -0.48534
N -1.95302 -1.29789 0.06364
H -1.52856 -2.23946 0.05514
H -0.83492 1.45702 -0.98877
H -2.83408 0.85936 1.25183
H -2.54424 2.47716 0.38669
*
```

Lowest unoccupied orbital energy (spin up / spin down) = -0.645 / -0.643 eV
Kohn-Sham gap (spin up / spin down) = 7.18 / 7.18 eV
HOMO (spin up / spin down) = -7.8 / -7.8 eV

Version b
This record from the Open Molecules 2025 dataset describes an isolated molecule of C3H10N4. The level of theory is the ωB97M-V functional and the def2-TZVPD basis.

The geometry in ORCA input format:
```
! RIJCOSX wB97M-V def2-TZVPD def2/J DEFGRID3
* xyz 0 1
C 0.33290 1.70522 0.71543
N -0.33716 0.43986 0.79873
C -1.52986 0.30621 0.02281
N -1.02249 -0.77006 -0.90465
C 0.24118 -0.88062 -0.26496
N 1.34758 -0.60002 -1.06291
N 0.41546 -2.05635 0.47458
H 1.23776 1.67857 1.32552
H -0.31124 2.51429 1.08576
H 0.63242 2.00443 -0.31624
H -1.86245 1.18435 -0.56091
H -2.37036 -0.08415 0.60530
H -0.96258 -0.50921 -1.88038
H 2.22429 -0.95646 -0.71302
H 1.39564 0.35934 -1.38017
H -0.47382 -2.41233 0.79750
H 1.04272 -1.92307 1.25763
*
```

Lowest unoccupied orbital energy = 0.973 eV
Kohn-Sham gap = 8.97 eV
HOMO = -8.0 eV
SMILES string = CN1CNC1(N)N

version b ends up most stable, edging out the next structure by 0.1694 hartree.

Version a
This record from the Open Molecules 2025 dataset describes a cluster of 2 separate species, C5H9N2O in total. The level of theory is the ωB97M-V functional and the def2-TZVPD basis.

The geometry in ORCA input format:
```
! RIJCOSX wB97M-V def2-TZVPD def2/J DEFGRID3
* xyz 1 1
C 1.20801 2.39927 0.84461
C 1.31509 1.18933 0.17229
C 0.03241 2.32603 1.57988
C 0.28506 0.40008 0.62573
C 0.04466 -0.96837 0.53008
N 0.80495 -1.81236 -0.16424
N -1.42602 -0.63176 -0.83159
O -0.52764 1.12512 1.47760
H 1.75959 3.33022 0.85678
H 2.07308 0.90717 -0.45049
H -0.53020 3.06638 2.23817
H -0.47930 -1.39629 1.30059
H 0.49757 -2.76254 -0.08527
H 1.19605 -1.54009 -1.04777
H -1.56854 0.36151 -0.75730
H -2.33734 -1.06362 -0.88675
H -0.87690 -0.78814 -1.66191
*
```

Lowest unoccupied orbital energy = -4.086 eV
Kohn-Sham gap = 8.97 eV
HOMO = -13.1 eV

Version b
This record from the Open Molecules 2025 dataset describes the ion C5H9N2O with charge +1. The level of theory is the ωB97M-V functional and the def2-TZVPD basis.

The geometry in ORCA input format:
```
! RIJCOSX wB97M-V def2-TZVPD def2/J DEFGRID3
* xyz 1 1
C 0.28082 1.30955 0.00097
C 1.22442 0.28896 -0.04405
C -1.47084 -0.22702 0.30454
C 2.68226 0.56272 0.11723
C -2.70542 -0.88856 -0.01997
N 0.74927 -0.92477 -0.24669
N -1.03574 0.97070 0.08165
O 1.42935 -1.99728 0.17425
H 0.54764 2.35115 0.01228
H 3.18340 0.51306 -0.84903
H 2.84805 1.54513 0.54707
H 3.11997 -0.20183 0.75702
H -2.68970 -1.94026 0.26357
H -3.49709 -0.40929 0.56972
H -2.97486 -0.79456 -1.07491
H -1.69275 1.75758 0.02422
H 1.08497 -2.78621 -0.27915
*
```

Lowest unoccupied orbital energy (spin up / spin down) = -5.279 / -5.415 eV
Kohn-Sham gap (spin up / spin down) = 7.52 / 7.85 eV
HOMO (spin up / spin down) = -12.8 / -13.3 eV

version a ends up most stable, edging out the next structure by 0.1350 hartree.

Version a
This record from the Open Molecules 2025 dataset describes a cluster of 9 separate species, C21H64N8O9 in total. The level of theory is the ωB97M-V functional and the def2-TZVPD basis.

The geometry in ORCA input format:
```
! RIJCOSX wB97M-V def2-TZVPD def2/J DEFGRID3
* xyz 0 1
C 5.53694 -10.11625 -6.68390
O 4.95753 -8.82543 -6.68507
C 3.59428 -8.73304 -7.03512
C 3.04001 -7.44114 -6.42590
C 3.22352 -7.48281 -4.89907
N 1.59582 -7.32937 -6.71390
H 4.92333 -10.69190 -5.98434
H 6.56290 -10.06731 -6.32615
H 5.50632 -10.61686 -7.65598
H 3.39120 -8.83070 -8.10740
H 3.03435 -9.59080 -6.63443
H 3.48263 -6.55158 -6.87480
H 2.67237 -8.29888 -4.41763
H 2.86280 -6.58227 -4.39691
H 4.23066 -7.67784 -4.52101
H 1.11270 -8.05146 -6.18624
H 1.39137 -6.47657 -6.19716
C 10.12165 -4.26426 -9.22786
O 9.51867 -5.39646 -8.62841
C 8.29262 -5.09097 -7.98132
C 7.60126 -6.39228 -7.63716
C 7.06179 -7.02651 -8.91918
N 6.48703 -6.18864 -6.70219
H 10.80081 -4.63793 -9.99145
H 10.55587 -3.59504 -8.48219
H 9.36355 -3.68959 -9.77210
H 8.56225 -4.50693 -7.09301
H 7.60425 -4.47583 -8.57140
H 8.30637 -7.06096 -7.13837
H 6.54256 -7.97937 -8.81323
H 7.94016 -7.14174 -9.56336
H 6.31222 -6.42458 -9.44058
H 5.86410 -6.98212 -6.59634
H 5.89632 -5.50597 -7.17457
C 2.46017 -12.68949 -0.98109
O 3.74517 -12.96008 -1.48864
C 4.52411 -11.79693 -1.68458
C 5.68590 -12.18564 -2.59279
C 6.84486 -11.20153 -2.57471
N 5.20186 -12.48294 -4.00004
H 2.59115 -12.35602 0.05263
H 1.79750 -13.55441 -1.01429
H 1.86898 -11.95098 -1.53519
H 3.93280 -11.00086 -2.14854
H 4.90620 -11.40450 -0.73522
H 6.09005 -13.16747 -2.32433
H 6.44565 -10.20348 -2.80180
H 7.57985 -11.33517 -3.36791
H 7.26294 -11.10177 -1.57448
H 4.68170 -13.33930 -3.81593
H 6.07545 -12.83836 -4.38587
C 11.82155 -8.80046 4.53100
O 11.58284 -9.26866 3.23550
C 11.57787 -8.32542 2.16595
C 10.90775 -9.01301 0.95217
C 10.80025 -8.08571 -0.23586
N 9.59425 -9.47610 1.39483
H 11.66848 -9.52910 5.33008
H 11.18623 -7.96284 4.83652
H 12.87996 -8.54180 4.65187
H 10.95853 -7.45732 2.40910
H 12.62109 -8.04721 1.98953
H 11.35494 -9.96320 0.65302
H 11.78304 -7.75587 -0.57638
H 10.19235 -7.19460 -0.05019
H 10.28344 -8.53754 -1.08537
H 8.93399 -8.72373 1.58575
H 9.65335 -9.87944 2.32402
N 11.02140 -7.78743 -8.28982
C 12.28303 -8.13231 -8.72246
N 12.73134 -9.27359 -8.15813
O 12.91576 -7.44526 -9.50440
H 10.74716 -8.31522 -7.48113
H 10.61344 -6.87694 -8.47468
H 13.70099 -9.52186 -8.24087
H 12.18019 -9.88068 -7.58283
N 7.74888 -2.02214 -4.20550
C 6.91431 -3.08563 -4.31309
N 7.27551 -4.24324 -3.75463
O 5.76681 -2.91055 -4.73995
H 8.50232 -1.88796 -3.55934
H 7.36633 -1.18236 -4.60599
H 6.79150 -5.03812 -4.14873
H 8.18970 -4.42102 -3.36360
C 9.28859 -7.33508 -4.25987
O 9.07212 -8.65708 -3.73326
H 10.30938 -7.06830 -3.99082
H 9.20380 -7.28011 -5.34757
H 8.58699 -6.57202 -3.92406
H 8.40488 -9.01982 -4.32557
C 12.86181 -8.95093 -3.41148
O 12.34170 -9.82976 -4.39454
H 13.47289 -9.55223 -2.73494
H 13.44012 -8.23129 -3.99802
H 12.05670 -8.46982 -2.85487
H 11.39703 -9.66857 -4.32172
C 11.44086 -4.63312 -2.28682
O 10.21823 -4.22075 -2.88061
H 11.56134 -5.68211 -2.03066
H 12.30978 -4.34412 -2.88530
H 11.48572 -4.01902 -1.38234
H 10.06202 -3.29060 -2.72097
*
```

Lowest unoccupied orbital energy = 0.220 eV
Kohn-Sham gap = 9.34 eV
HOMO = -9.1 eV
SMILES string = COC[C@H](C)N.COC[C@H](C)N.COC[C@H](C)N.COC[C@H](C)N.NC(N)=O.NC(N)=O.CO.CO.CO

Version b
This record from the Open Molecules 2025 dataset describes a cluster of 9 separate species, C21H64N8O9 in total. The level of theory is the ωB97M-V functional and the def2-TZVPD basis.

The geometry in ORCA input format:
```
! RIJCOSX wB97M-V def2-TZVPD def2/J DEFGRID3
* xyz 0 1
C -7.33113 2.75390 2.68322
O -6.22146 1.90768 2.97423
C -5.24924 2.23642 1.97969
C -4.07897 1.20997 2.01904
C -3.46831 1.20393 3.41228
N -3.09027 1.54983 0.97971
H -8.10532 2.62533 3.48441
H -7.71733 2.48866 1.72157
H -6.92908 3.80366 2.64079
H -5.74708 2.25633 0.99299
H -4.77592 3.21504 2.17831
H -4.48628 0.17944 1.86394
H -2.80017 0.32613 3.51971
H -4.24570 1.25463 4.18828
H -2.82159 2.08201 3.45097
H -3.52752 1.22438 0.14098
H -2.25037 0.97321 1.05207
C 3.80904 -1.17586 2.56578
O 3.63739 0.17407 2.20059
C 4.28367 0.99897 3.15126
C 4.20703 2.43669 2.70668
C 4.83673 2.60478 1.38565
N 4.97518 3.16893 3.77981
H 4.90205 -1.50029 2.51657
H 3.29252 -1.81028 1.86215
H 3.47669 -1.43356 3.55456
H 3.73236 0.84223 4.09147
H 5.37486 0.73998 3.36946
H 3.18482 2.78737 2.74783
H 5.88880 2.28357 1.35692
H 4.81886 3.65241 1.08431
H 4.33080 2.05611 0.60323
H 5.95382 2.96079 3.62641
H 4.88451 4.20236 3.79109
C 5.56815 3.36659 -4.11647
O 4.74583 2.68924 -3.23737
C 3.39313 2.51125 -3.53627
C 2.84345 1.65569 -2.40175
C 3.36099 0.25167 -2.61151
N 1.41455 1.65012 -2.37500
H 6.50716 3.53588 -3.62887
H 5.09885 4.32404 -4.32657
H 5.75377 2.83031 -5.07865
H 2.92682 3.50694 -3.58809
H 3.32690 1.96985 -4.49091
H 3.23295 2.04751 -1.45417
H 3.00129 -0.16211 -3.57728
H 3.20637 -0.46095 -1.78758
H 4.43931 0.39795 -2.66639
H 1.03695 1.65713 -3.29714
H 1.04132 2.38586 -1.79757
C -2.38835 -2.69211 -0.12906
O -2.23813 -4.08170 -0.60179
C -2.87390 -4.94463 0.37163
C -2.58924 -6.36043 0.00878
C -3.11043 -6.70577 -1.41309
N -3.19741 -7.22296 1.02114
H -1.69150 -2.61106 0.71150
H -3.38217 -2.58177 0.30902
H -2.22617 -1.97784 -0.88919
H -2.60861 -4.71252 1.38413
H -3.92709 -4.74603 0.26839
H -1.49047 -6.49938 0.10699
H -3.00808 -7.76317 -1.66886
H -2.64098 -6.05575 -2.11788
H -4.21475 -6.57707 -1.42693
H -2.88361 -8.18557 0.79453
H -2.94537 -7.04987 1.99400
N 0.52790 -1.54674 -2.46311
C 0.67504 -1.73056 -3.91472
N 0.39827 -0.48734 -4.53937
O 0.85127 -2.78383 -4.51767
H 0.89138 -2.29454 -1.87398
H 0.80784 -0.60481 -2.15277
H -0.31628 0.03226 -4.02737
H 0.11700 -0.53820 -5.55011
N 0.52070 5.15320 0.65811
C -0.14137 3.92370 0.56953
N -1.32962 3.94174 1.11969
O 0.40130 3.00408 -0.02607
H 1.50329 5.11048 0.53951
H 0.30070 5.80129 1.39633
H -1.87591 3.09009 1.06965
H -1.74199 4.78217 1.43297
C -2.63271 0.52344 -2.56389
O -3.85796 0.56878 -1.80284
H -2.58831 1.28497 -3.35114
H -1.78306 0.51047 -1.89639
H -2.61540 -0.52770 -3.00263
H -4.67593 0.47525 -2.29585
C 1.16966 -4.31668 0.89834
O 0.82592 -4.37667 -0.45769
H 2.26879 -4.30669 0.90733
H 0.76724 -3.45460 1.43606
H 0.85285 -5.25617 1.40927
H -0.11615 -4.30402 -0.56173
C 0.94213 -0.14120 1.05141
O -0.18972 0.25368 0.25549
H 1.82820 -0.18920 0.40122
H 1.17736 0.65871 1.76150
H 0.83141 -1.09913 1.60126
H -0.01881 1.17554 0.06197
*
```

Lowest unoccupied orbital energy = 0.400 eV
Kohn-Sham gap = 9.21 eV
HOMO = -8.8 eV
SMILES string = COC[C@H](C)N.COC[C@H](C)N.COC[C@H](C)N.COC[C@H](C)N.NC(N)=O.NC(N)=O.CO.CO.CO

version b ends up most stable, edging out the next structure by 0.0375 hartree.